The following is a DFT calculation (ωB97M-V/def2-TZVPD) of the molecule C3H5NO2.

- charge = 0
- F_max (Eh/bohr) = 0.0087
- energy (eV) = -8777.2660
- lowest unoccupied orbital energy (eV) = 0.77
- structure (SMILES) = CN(C=O)C=O
- relative energy (zero: lowest compared OMol25 entry of this formula, charge and spin) (kJ/mol) = 41.4

Geometry (Å):
1 C 1.268 -0.231 0.241
2 N -0.129 0.039 -0.069
3 C -0.632 1.333 -0.080
4 O -0.039 2.305 0.315
5 C -0.991 -1.029 -0.235
6 O -0.653 -2.183 -0.128
7 H 1.666 -0.925 -0.503
8 H 1.368 -0.687 1.229
9 H 1.810 0.713 0.210
10 H -1.643 1.383 -0.519
11 H -2.026 -0.718 -0.461

***

The following is a DFT calculation (ωB97M-V/def2-TZVPD) of a cluster of 2 separate species, C8H10O2 in total.

- charge = 0
- F_max (Eh/bohr) = 0.1334
- energy (eV) = -12550.8758
- lowest unoccupied orbital energy (eV) = 0.92
- structure (SMILES) = c1ccccc1.CC(=O)O
- relative energy (zero: lowest compared OMol25 entry of this formula, charge and spin) (kJ/mol) = 268.8

Geometry (Å):
1 C 1.025 0.358 -2.328
2 C -0.370 0.378 -2.334
3 C -0.996 -0.704 -1.685
4 C -0.282 -1.824 -1.046
5 C 1.174 -1.595 -0.862
6 C 1.791 -0.424 -1.478
7 H 1.151 1.199 -3.121
8 H -0.902 1.144 -3.016
9 H -2.059 -0.921 -1.520
10 H -0.768 -2.701 -0.709
11 H 1.797 -2.544 -0.664
12 H 2.827 -0.287 -1.442
13 C -0.588 1.637 3.238
14 C -0.731 0.626 2.276
15 O -1.230 -0.491 2.399
16 O -0.093 0.752 1.053
17 H -0.854 1.016 4.019
18 H 0.444 2.055 3.354
19 H -1.213 2.487 3.084
20 H -0.122 -0.163 0.784

***

The following is a DFT calculation (ωB97M-V/def2-TZVPD) of a structure of composition C16H24B2F8LiO12.

- charge = -1
- F_max (Eh/bohr) = 0.1268
- energy (eV) = -64860.9125
- lowest unoccupied orbital energy (eV) = 1.03

Geometry (Å):
1 Li -0.978 -0.554 -1.422
2 B -5.805 -1.626 -3.016
3 F -6.911 -0.902 -2.543
4 F -5.669 -1.626 -4.357
5 F -4.676 -1.040 -2.512
6 F -5.802 -2.915 -2.568
7 B -0.521 -2.985 -5.183
8 F 0.106 -2.703 -4.045
9 F -0.978 -1.788 -5.634
10 F 0.294 -3.495 -6.186
11 F -1.685 -3.653 -4.994
12 C -1.055 8.630 -3.373
13 C -0.127 7.432 -3.252
14 C 0.283 7.132 -1.788
15 O -0.072 5.806 -1.674
16 C -0.647 5.334 -2.844
17 O -0.812 4.120 -3.083
18 O -0.935 6.294 -3.625
19 H -2.075 8.494 -3.014
20 H -1.149 8.907 -4.422
21 H -0.587 9.468 -2.857
22 H 0.776 7.598 -3.840
23 H -0.208 7.766 -1.049
24 H 1.364 7.263 -1.747
25 C 7.439 -1.081 -1.520
26 C 6.329 -1.625 -0.639
27 C 6.399 -1.340 0.836
28 O 5.082 -0.684 1.092
29 C 4.471 -0.463 -0.025
30 O 3.331 -0.062 -0.060
31 O 5.206 -0.920 -1.053
32 H 7.803 -0.123 -1.149
33 H 7.190 -0.995 -2.578
34 H 8.440 -1.510 -1.517
35 H 6.301 -2.706 -0.774
36 H 7.194 -0.646 1.111
37 H 6.548 -2.276 1.374
38 C 0.865 3.892 5.330
39 C -0.422 3.144 5.612
40 C -1.647 3.969 5.325
41 O -2.352 3.276 4.312
42 C -1.621 2.280 3.849
43 O -1.790 1.665 2.811
44 O -0.531 2.067 4.684
45 H 0.950 4.065 4.258
46 H 1.739 3.289 5.576
47 H 0.858 4.808 5.921
48 H -0.337 2.650 6.580
49 H -1.484 5.034 5.159
50 H -2.358 3.952 6.150
51 C -3.848 -8.432 2.405
52 C -2.467 -8.060 1.860
53 C -2.421 -8.175 0.325
54 O -1.847 -6.933 -0.078
55 C -1.845 -6.079 0.970
56 O -1.674 -4.877 0.846
57 O -2.279 -6.695 2.124
58 H -3.976 -8.089 3.431
59 H -4.021 -9.506 2.331
60 H -4.599 -7.898 1.824
61 H -1.609 -8.543 2.326
62 H -3.396 -8.313 -0.140
63 H -1.753 -9.016 0.141

***

The following is a DFT calculation (ωB97M-V/def2-TZVPD) of the molecule C6H11N.

- charge = 0
- F_max (Eh/bohr) = 0.0637
- energy (eV) = -7886.2659
- lowest unoccupied orbital energy (alpha / beta) (eV) = -0.12 / -0.31
- relative energy (zero: lowest compared OMol25 entry of this formula, charge and spin) (kJ/mol) = 411.6

Geometry (Å):
1 C -1.509 -1.024 -0.451
2 C -0.567 -0.402 0.470
3 C 0.437 -1.396 1.055
4 C 0.020 0.747 -0.432
5 C 0.387 2.050 0.234
6 C 1.069 0.001 -1.269
7 N 2.212 0.229 -1.514
8 H 0.297 -0.936 -1.616
9 H -2.417 -0.450 -0.659
10 H -1.571 -2.087 -0.630
11 H -1.069 0.162 1.274
12 H -0.005 -1.924 1.907
13 H 1.369 -0.923 1.376
14 H 0.692 -2.148 0.299
15 H -0.719 0.946 -1.223
16 H 0.787 2.749 -0.505
17 H -0.530 2.487 0.649
18 H 1.117 1.917 1.036

***

The following is a DFT calculation (ωB97M-V/def2-TZVPD) of the molecule C4H9FN2O.

- charge = 0
- F_max (Eh/bohr) = 0.0569
- energy (eV) = -12036.2243
- lowest unoccupied orbital energy (eV) = 1.01
- structure (SMILES) = CN/N=C(\CF)OC
- relative energy (zero: lowest compared OMol25 entry of this formula, charge and spin) (kJ/mol) = 208.1

Geometry (Å):
1 C -2.384 -0.240 0.523
2 N -1.457 -0.363 -0.562
3 N -0.284 0.523 -0.419
4 C 0.772 -0.178 -0.249
5 C 0.943 -1.707 -0.262
6 F 2.210 -2.038 0.271
7 O 1.913 0.453 -0.128
8 C 1.827 1.915 0.130
9 H -3.308 -0.786 0.339
10 H -1.972 -0.627 1.461
11 H -2.653 0.868 0.644
12 H -1.888 -0.029 -1.410
13 H 0.071 -2.146 0.354
14 H 0.832 -2.181 -1.349
15 H 0.789 1.979 0.690
16 H 1.893 2.409 -0.948
17 H 2.698 2.150 0.917

***

The following is a DFT calculation (ωB97M-V/def2-TZVPD) of a cluster of 2 separate species, H6N2O2 in total.

- charge = 0
- F_max (Eh/bohr) = 0.0794
- energy (eV) = -7168.7083
- lowest unoccupied orbital energy (eV) = 0.74
- structure (SMILES) = NO.NO
- relative energy (zero: lowest compared OMol25 entry of this formula, charge and spin) (kJ/mol) = 9.4

Geometry (Å):
1 N -0.825 0.587 1.287
2 O -1.852 0.441 0.271
3 H -0.869 1.589 1.500
4 H -1.224 0.205 2.163
5 H -1.318 0.056 -0.429
6 N 0.658 -0.264 -1.217
7 O 1.005 -1.393 -0.467
8 H 1.079 0.511 -0.763
9 H 1.372 -0.342 -2.051
10 H 1.974 -1.390 -0.295

***

The following is a DFT calculation (ωB97M-V/def2-TZVPD) of a cluster of 2 separate species, C4H15N2O in total.

- charge = +1
- F_max (Eh/bohr) = 0.0918
- energy (eV) = -9410.9298
- lowest unoccupied orbital energy (eV) = -3.28
- relative energy (zero: lowest compared OMol25 entry of this formula, charge and spin) (kJ/mol) = 263.6

Geometry (Å):
1 C -1.063 -1.407 -1.509
2 C 0.043 -0.822 -0.508
3 C -0.349 0.688 -0.155
4 C -1.117 0.769 1.077
5 N -0.200 0.529 2.319
6 N 0.326 -1.705 0.779
7 H -2.090 -0.979 -1.407
8 H -0.799 -1.351 -2.606
9 H -0.962 -2.530 -1.354
10 H 1.153 -0.817 -0.984
11 H 0.669 1.378 -0.199
12 H -0.809 1.202 -0.991
13 H -1.954 0.117 1.033
14 H -1.618 1.820 1.246
15 H -0.848 0.411 3.210
16 H 0.281 -0.339 2.144
17 H 0.536 1.251 2.168
18 H -0.256 -2.533 0.962
19 H 1.335 -1.906 0.749
20 H 1.293 2.122 -2.300
21 H 1.943 0.812 -1.943
22 O 2.019 1.775 -1.855

***

The following is a DFT calculation (ωB97M-V/def2-TZVPD) of the ion C5H8N with charge +1.

- charge = +1
- F_max (Eh/bohr) = 0.0812
- energy (eV) = -6793.7630
- lowest unoccupied orbital energy (eV) = -4.43
- relative energy (zero: lowest compared OMol25 entry of this formula, charge and spin) (kJ/mol) = 417.3

Geometry (Å):
1 C 2.328 0.013 0.578
2 C 1.836 -0.870 -0.332
3 C -0.031 1.168 -0.361
4 C 1.105 0.282 -0.113
5 C -1.741 -0.769 0.023
6 N -0.872 0.309 0.527
7 H 2.869 0.341 1.440
8 H 2.139 -1.670 -0.996
9 H 0.044 2.182 -0.059
10 H -0.334 1.320 -1.481
11 H -2.254 -0.246 -0.886
12 H -1.284 -1.666 -0.445
13 H -2.431 -1.099 0.770
14 H -1.376 0.704 1.335

***

The following is a DFT calculation (ωB97M-V/def2-TZVPD) of the molecule C5H8N4O2.

- charge = 0
- F_max (Eh/bohr) = 0.0546
- energy (eV) = -15368.7762
- lowest unoccupied orbital energy (eV) = 0.37
- structure (SMILES) = NNC(=O)Cc1cc(=O)[nH][nH]1
- relative energy (zero: lowest compared OMol25 entry of this formula, charge and spin) (kJ/mol) = 235.7

Geometry (Å):
1 N 2.025 1.437 -0.755
2 N 2.398 0.079 -0.753
3 C 1.704 -0.915 -0.066
4 O 1.872 -2.081 -0.384
5 C 0.755 -0.546 1.034
6 C -0.614 -0.338 0.506
7 C -1.489 -1.205 -0.017
8 C -2.679 -0.501 -0.340
9 O -3.702 -0.831 -0.922
10 N -2.410 0.882 -0.013
11 N -1.040 0.951 0.376
12 H 1.030 1.556 -0.875
13 H 2.287 1.961 0.133
14 H 3.077 -0.175 -1.447
15 H 1.082 0.352 1.499
16 H 0.753 -1.406 1.740
17 H -1.414 -2.280 -0.171
18 H -2.636 1.562 -0.764
19 H -1.001 1.497 1.218

***

The following is a DFT calculation (ωB97M-V/def2-TZVPD) of a structure of composition C25H24AuN2O7Si.

- charge = -1
- F_max (Eh/bohr) = 0.0322
- energy (eV) = -55198.4158
- lowest unoccupied orbital energy (eV) = 2.01
- relative energy (zero: lowest compared OMol25 entry of this formula, charge and spin) (kJ/mol) = 69.2

Geometry (Å):
1 Au -0.429 -0.899 0.407
2 O 1.503 -0.824 0.719
3 C 2.235 0.240 0.469
4 C 3.622 0.052 0.654
5 C 4.525 1.062 0.433
6 C 4.097 2.328 0.018
7 C 2.752 2.535 -0.161
8 C 1.800 1.522 0.046
9 C 0.417 1.893 -0.191
10 N -0.560 1.082 -0.159
11 N -1.856 1.490 -0.412
12 C -2.671 0.479 -0.345
13 O -2.350 -0.766 -0.112
14 C -4.117 0.727 -0.595
15 C -4.590 2.013 -0.845
16 C -5.939 2.222 -1.075
17 C -6.825 1.152 -1.059
18 C -6.356 -0.129 -0.806
19 C -5.006 -0.342 -0.572
20 H 3.940 -0.929 0.981
21 H 5.580 0.870 0.587
22 H 4.808 3.125 -0.150
23 H 2.393 3.509 -0.474
24 H 0.191 2.932 -0.424
25 H -3.888 2.835 -0.851
26 H -6.303 3.224 -1.263
27 H -7.879 1.317 -1.244
28 H -7.043 -0.965 -0.785
29 H -4.623 -1.332 -0.365
30 C 0.183 2.495 3.142
31 Si -0.506 0.807 3.655
32 C -1.895 1.149 4.893
33 C 0.861 -0.038 4.644
34 O -1.070 -0.050 2.436
35 H 0.428 3.117 4.008
36 H -0.552 3.031 2.534
37 H 1.094 2.382 2.547
38 H -1.554 1.748 5.744
39 H -2.279 0.200 5.275
40 H -2.721 1.675 4.408
41 H 1.126 0.539 5.536
42 H 1.767 -0.175 4.047
43 H 0.527 -1.028 4.966
44 O 0.055 -4.850 -0.838
45 C 0.171 -3.636 -0.818
46 O -0.395 -2.916 0.102
47 C 1.042 -2.991 -1.881
48 C 0.787 -1.756 -2.460
49 C 1.619 -1.211 -3.444
50 C 2.710 -1.955 -3.809
51 O 3.684 -1.649 -4.730
52 C 4.551 -2.778 -4.771
53 O 4.102 -3.728 -3.813
54 C 2.958 -3.196 -3.256
55 C 2.146 -3.747 -2.305
56 H -0.094 -1.202 -2.172
57 H 1.415 -0.247 -3.890
58 H 5.568 -2.462 -4.525
59 H 4.519 -3.224 -5.769
60 H 2.327 -4.723 -1.878

***

The following is a DFT calculation (ωB97M-V/def2-TZVPD) of a cluster of 2 separate species, C3H9NOS in total.

- charge = 0
- F_max (Eh/bohr) = 0.0248
- energy (eV) = -17629.8209
- lowest unoccupied orbital energy (eV) = 0.82
- structure (SMILES) = NC=O.CSC
- relative energy (zero: lowest compared OMol25 entry of this formula, charge and spin) (kJ/mol) = 37.0

Geometry (Å):
1 N -0.289 -0.354 -2.093
2 C -0.395 0.816 -2.780
3 O -0.206 1.891 -2.274
4 H -0.675 -1.229 -2.392
5 H -0.035 -0.193 -1.123
6 H -0.640 0.683 -3.842
7 C -0.187 0.868 1.440
8 S -0.282 -0.873 1.813
9 C 1.449 -1.334 1.617
10 H -0.008 1.491 2.324
11 H 0.592 1.157 0.749
12 H -1.134 1.209 1.030
13 H 1.511 -2.412 1.706
14 H 2.026 -0.929 2.439
15 H 1.867 -1.053 0.657

***

The following is a DFT calculation (ωB97M-V/def2-TZVPD) of a structure of composition C6H7CuLiO3.

- charge = +1
- F_max (Eh/bohr) = 0.0461
- energy (eV) = -57313.9260
- lowest unoccupied orbital energy (eV) = -3.79
- relative energy (zero: lowest compared OMol25 entry of this formula, charge and spin) (kJ/mol) = 0.0

Geometry (Å):
1 O 1.355 -0.727 0.711
2 C 2.563 -0.660 -0.028
3 C 2.769 0.770 -0.408
4 O 1.909 1.628 -0.355
5 H 1.256 -1.605 1.091
6 H 2.625 -1.266 -0.949
7 H 3.423 -0.965 0.595
8 H 3.812 1.032 -0.678
9 Cu 0.013 0.967 0.611
10 C -1.843 -2.329 -0.382
11 C -2.166 -1.074 -0.085
12 C -2.432 0.153 0.117
13 C -2.643 1.484 0.185
14 O -1.704 2.375 0.311
15 Li -1.746 4.149 0.092
16 H -0.978 -2.805 0.086
17 H -2.540 -2.967 -0.930
18 H -3.674 1.841 0.015